Record 1
DFT (wB97M-V/def2-TZVPD) results for an isolated ion of composition C16H19F3N2O4S and charge +2 at a distorted geometry.

Each line ends with the natural charge from an NBO analysis.
Geometry (Å):
O  3.6909  -2.1545  0.6949  -0.869
S  3.4725  -0.7213  1.1503  2.169
O  2.1251  -0.7066  1.8541  -0.951
O  4.6539  -0.4052  2.2917  -0.840
C  3.5465  0.4064  -0.3248  -0.625
C  4.3339  1.7986  -0.0354  -0.434
C  4.0161  2.9449  -1.1141  -0.419
C  2.8118  3.9372  -0.6449  -0.229
N  1.6308  3.0108  -0.4084  -0.320
C  1.3006  2.5951  0.9513  0.092
C  0.1367  1.6159  1.1982  -0.155
C  -0.6484  1.1054  -0.0419  -0.002
C  -1.8303  0.0597  0.1037  0.043
C  -2.7586  -0.1848  -1.1169  -0.199
C  -3.8748  -1.2571  -0.9370  0.119
N  -4.0584  -1.9907  0.2826  -0.332
C  -5.1633  -3.0127  0.3183  0.064
O  -5.1097  -3.8335  -0.8643  -0.493
C  -4.4365  -5.0743  -0.5936  1.166
F  -4.1836  -5.7386  -1.8250  -0.289
F  -3.1655  -4.8373  -0.0135  -0.326
F  -5.2522  -5.9296  0.1982  -0.299
C  -3.2174  -1.7935  1.4570  0.104
C  -2.0702  -0.7631  1.4194  -0.188
C  -0.2973  1.6055  -1.4683  -0.190
C  0.9087  2.6000  -1.5770  0.084
H  4.2508  -0.7205  3.1436  0.530
H  2.4554  0.5882  -0.6467  0.244
H  4.0314  -0.2102  -1.1697  0.296
H  4.0304  2.1037  1.0341  0.214
H  5.4490  1.5342  0.0169  0.272
H  4.9779  3.5019  -1.3723  0.275
H  3.6817  2.3970  -2.0790  0.216
H  3.0765  4.5596  0.2712  0.260
H  2.5530  4.6244  -1.5303  0.255
H  1.9819  3.0363  1.7637  0.282
H  -0.0607  1.2921  2.2727  0.289
H  -2.6715  0.3194  -2.1298  0.271
H  -4.5541  -1.4623  -1.8433  0.290
H  -5.1428  -3.5944  1.3046  0.249
H  -6.1545  -2.4178  0.3325  0.251
H  -3.3766  -2.4191  2.3958  0.284
H  -1.4235  -0.6456  2.3474  0.282
H  -0.8274  1.2792  -2.4307  0.275
H  1.1618  2.9568  -2.6356  0.283

Calculated values
HOMO-LUMO gap: 6.74 eV
2S+1: 1
Largest force on an atom: 7.65 eV Å⁻¹
Net charge: +2

***

Record 2
DFT (wB97M-V/def2-TZVPD) results for C16H19N2O6Sr as an isolated structure at a distorted geometry.

Each line ends with the natural charge from an NBO analysis.
Geometry (Å):
Sr  0.6549  0.2282  -0.3218  1.852
O  -1.0017  3.4960  1.2283  -0.720
C  -0.5886  2.4107  0.4755  0.711
O  0.7104  2.4019  0.2027  -0.952
C  -1.4865  2.3273  -0.8119  0.201
C  -2.5577  3.1857  -1.0241  -0.206
C  -3.2441  3.1025  -2.2158  -0.129
C  -2.8447  2.1691  -3.1703  -0.230
C  -1.7865  1.3483  -2.8751  0.064
N  -1.1186  1.4033  -1.7198  -0.520
C  -1.2919  0.2632  -3.8013  0.796
O  -1.5636  0.3762  -5.1043  -0.622
O  -0.6422  -0.6785  -3.4130  -0.629
H  -0.1596  3.9292  1.4378  0.505
H  -2.8237  3.9037  -0.2631  0.262
H  -4.0869  3.7518  -2.4175  0.240
H  -3.3975  2.0762  -4.0965  0.227
H  -1.9697  1.2367  -5.2789  0.496
O  0.0417  -1.9657  -1.1253  -0.815
C  1.1570  -2.8474  -1.4303  -0.103
C  2.1724  -2.8194  -0.2901  0.185
C  2.7820  -3.9928  0.1047  -0.234
C  3.7392  -3.9406  1.1071  -0.123
C  4.0476  -2.7309  1.6990  -0.246
C  3.3716  -1.6111  1.2612  0.056
N  2.4529  -1.6323  0.2863  -0.557
H  -0.4094  -1.7315  -1.9675  0.527
H  1.6273  -2.5153  -2.3574  0.202
H  0.7975  -3.8597  -1.5912  0.205
H  2.5165  -4.9328  -0.3614  0.236
H  4.2372  -4.8458  1.4316  0.237
H  4.7831  -2.6477  2.4868  0.243
H  3.5707  -0.6454  1.7125  0.206
C  0.5918  0.5461  2.9791  -0.660
C  -0.8099  1.0420  2.6448  0.088
C  -1.8866  0.1331  3.1696  -0.621
O  -0.9974  1.1060  1.1946  -0.691
H  0.7475  0.5185  4.0588  0.241
H  1.3625  1.1952  2.5584  0.223
H  0.7468  -0.4837  2.6312  0.190
H  -0.9568  2.0477  3.0281  0.207
H  -1.8352  -0.8566  2.7094  0.207
H  -2.8781  0.5436  2.9823  0.228
H  -1.7737  -0.0051  4.2472  0.222

Calculated values
HOMO-LUMO gap: 9.27 eV
2S+1: 1
Largest force on an atom: 1.64 eV Å⁻¹
Net charge: +1

***

Record 3
DFT (wB97M-V/def2-TZVPD) results for one molecule with the formula C16H19N3O6 at a distorted geometry.

Each line ends with the natural charge from an NBO analysis.
Geometry (Å):
C  -3.9574  -2.8702  -1.0318  -0.646
C  -4.0260  -2.5360  0.4551  -0.057
O  -3.8712  -1.1567  0.7311  -0.563
C  -5.0263  -0.3663  0.5302  -0.066
C  -4.6861  1.0879  0.8536  -0.423
C  -3.7937  1.7208  -0.2141  -0.221
N  -2.5365  1.0192  -0.3176  -0.620
C  -1.3472  1.6352  -0.2441  0.678
O  -1.1949  2.8404  -0.1804  -0.638
C  -0.1630  0.6976  -0.2759  -0.276
C  -0.4266  -0.6389  -0.6175  0.267
N  -0.7165  -1.7023  -0.9448  -0.318
C  1.0520  1.2331  -0.0346  -0.034
C  2.3469  0.5984  0.0103  -0.121
C  3.4829  1.4291  0.0180  -0.221
C  4.7512  0.8981  0.0543  0.218
O  5.9203  1.6087  0.0667  -0.513
C  5.8496  3.0158  0.0307  -0.251
C  4.9435  -0.5051  0.0915  0.376
O  6.1775  -1.0089  0.1600  -0.627
C  3.8092  -1.3191  0.1019  -0.046
N  3.9355  -2.7577  0.1588  0.529
O  4.9453  -3.2633  -0.2680  -0.349
O  2.9978  -3.3659  0.6283  -0.377
C  2.5297  -0.7769  0.0646  -0.146
H  -3.0072  -2.5335  -1.4391  0.234
H  -4.0311  -3.9459  -1.1612  0.217
H  -4.7694  -2.4001  -1.5822  0.198
H  -4.9705  -2.8945  0.8885  0.162
H  -3.1938  -3.0174  0.9747  0.196
H  -5.3794  -0.4445  -0.5079  0.164
H  -5.8317  -0.7214  1.1916  0.174
H  -4.1768  1.1162  1.8178  0.217
H  -5.6109  1.6601  0.9288  0.217
H  -4.3038  1.6901  -1.1852  0.188
H  -3.5729  2.7632  0.0300  0.235
H  -2.6032  0.0113  -0.2197  0.434
H  1.0408  2.3049  0.1365  0.244
H  3.3375  2.4972  -0.0136  0.226
H  6.8818  3.3606  0.0446  0.208
H  5.3225  3.4093  0.9043  0.183
H  5.3615  3.3655  -0.8832  0.184
H  6.8186  -0.2821  0.1611  0.504
H  1.6919  -1.4556  0.0877  0.260

Calculated values
HOMO-LUMO gap: 8.17 eV
2S+1: 1
Largest force on an atom: 1.40 eV Å⁻¹
SMILES: CCOCCCNC(=O)/C(C#N)=C/c1cc(OC)c(O)c([N+](=O)[O-])c1
Net charge: 0

***

Record 4
DFT (wB97M-V/def2-TZVPD) results for one molecule with the formula C16H19N3O6S at a distorted geometry.

Each line ends with the natural charge from an NBO analysis.
Geometry (Å):
C  -6.9512  -0.1902  1.0028  -0.533
C  -6.0955  -0.6938  -0.3118  -0.079
O  -4.8094  -0.7344  -0.2956  -0.492
C  -4.3704  0.5710  -0.3342  0.764
O  -5.0631  1.4752  -0.5867  -0.549
C  -2.8897  0.7688  -0.3110  -0.346
S  -2.2182  2.3344  -0.3559  0.524
C  -0.6943  1.9853  -0.1572  0.005
N  0.3316  2.6588  -0.3583  -0.482
C  1.5906  1.8284  0.0227  0.530
C  2.8409  3.0249  0.0586  -0.447
C  3.9413  2.0037  0.5755  0.820
O  4.4622  1.8427  1.6534  -0.564
O  4.6101  1.6428  -0.6767  -0.567
C  5.7485  0.7299  -0.5610  -0.277
N  1.7400  0.8489  0.5872  -0.515
C  0.6499  -0.0563  0.4880  0.387
N  0.8198  -1.3353  1.1733  -0.606
C  2.2137  -1.8015  1.2764  -0.333
C  2.9766  -1.8152  -0.2098  0.815
O  4.0823  -1.9473  -0.0335  -0.568
O  2.2327  -1.4681  -1.1137  -0.454
C  2.8213  -1.4324  -2.2599  -0.307
C  -0.5891  0.4025  0.2661  -0.179
C  -1.9809  -0.1115  0.1796  0.068
C  -2.2312  -1.4785  0.7667  -0.677
H  -8.1642  -0.4020  0.8128  0.185
H  -6.8783  0.7333  1.0804  0.191
H  -6.7723  -0.6587  1.7351  0.166
H  -6.3941  -0.0251  -1.2198  0.187
H  -6.3605  -1.7833  -0.5001  0.182
H  2.9555  3.4791  -0.8747  0.237
H  2.7145  3.6871  0.6321  0.181
H  5.5499  -0.2548  -0.2728  0.205
H  6.3592  0.7493  -1.3552  0.185
H  6.2872  1.0463  0.4472  0.187
H  0.2341  -2.1614  0.8767  0.392
H  2.8927  -0.9306  1.7684  0.242
H  2.2405  -2.6834  1.7877  0.211
H  3.5955  -2.1288  -2.8019  0.205
H  2.1830  -1.5113  -3.1937  0.197
H  3.4230  -0.7142  -2.5019  0.194
H  -1.8828  -1.5526  1.8266  0.240
H  -1.7291  -2.3318  0.2093  0.223
H  -3.4224  -1.6100  1.0588  0.256

Calculated values
HOMO-LUMO gap: 7.86 eV
2S+1: 1
Largest force on an atom: 18.64 eV Å⁻¹
SMILES: CCOC(=O)c1sc2nc(CC(=O)OC)nc(NCC(=O)OC)c2c1C
Net charge: 0

***

Record 5
DFT (wB97M-V/def2-TZVPD) results for one molecule with the formula C16H19N7O at a distorted geometry.

Each line ends with the natural charge from an NBO analysis.
Geometry (Å):
C  -1.4443  -4.0088  -0.0417  -0.412
N  -1.4907  -2.5712  0.1294  -0.422
C  -0.5896  -2.0857  1.1564  -0.288
C  0.8125  -1.8590  0.7028  0.523
N  1.5160  -0.7854  0.8931  -0.493
C  2.6734  -1.0521  0.2173  0.267
C  3.7399  -0.0725  0.1179  0.103
C  3.4954  1.2538  0.4896  0.018
N  4.4258  2.1851  0.3864  -0.381
C  5.6081  1.8071  -0.0801  -0.007
C  5.8564  0.4880  -0.4428  -0.002
N  4.9286  -0.4468  -0.3460  -0.342
N  2.6724  -2.2315  -0.3432  -0.103
O  1.4673  -2.7656  -0.0313  -0.280
C  -1.3506  -1.8976  -1.1627  -0.261
C  -1.0979  -0.4367  -1.0291  0.120
N  0.0238  0.1023  -1.4846  -0.268
N  -0.0444  1.4033  -1.1961  -0.326
C  -1.1921  1.7195  -0.5577  0.148
C  -1.9102  0.5495  -0.4352  -0.134
C  -3.2505  0.4794  0.2113  -0.415
C  -3.8247  1.8956  0.3148  -0.388
C  -2.7912  2.8690  0.8856  -0.384
C  -1.6223  3.0607  -0.0875  -0.435
H  -2.2189  -4.2956  -0.7517  0.202
H  -0.4762  -4.3669  -0.4181  0.182
H  -1.6556  -4.4900  0.9125  0.198
H  -0.5939  -2.8017  1.9833  0.229
H  -0.9517  -1.1249  1.5319  0.237
H  2.5304  1.5521  0.8735  0.216
H  6.3613  2.5786  -0.1590  0.200
H  6.8183  0.1673  -0.8186  0.201
H  -2.2886  -2.0637  -1.7048  0.210
H  -0.5279  -2.3250  -1.7577  0.201
H  0.7172  2.0115  -1.4503  0.408
H  -3.9173  -0.1660  -0.3643  0.218
H  -3.1591  0.0404  1.2097  0.206
H  -4.7125  1.8869  0.9493  0.210
H  -4.1242  2.2377  -0.6784  0.197
H  -3.2594  3.8334  1.0894  0.211
H  -2.4113  2.4718  1.8292  0.200
H  -0.7973  3.5874  0.3988  0.220
H  -1.9447  3.6664  -0.9413  0.214

Calculated values
HOMO-LUMO gap: 8.94 eV
2S+1: 1
Largest force on an atom: 1.44 eV Å⁻¹
SMILES: CN(Cc1nc(-c2cnccn2)no1)Cc1n[nH]c2c1CCCC2
Net charge: 0